1.
{"formula": "C5H5F", "method": "ωB97M-V/def2-TZVPD", "charge": 0, "total_energy_ev": -7974.60398, "relative_energy_kj_mol": 211.6, "spin_multiplicity": 3, "largest_force_ev_per_a": 6.14, "elements": ["C", "C", "C", "C", "C", "F", "H", "H", "H", "H", "H"], "coordinates": [[-0.11221, 0.03602, -0.37607], [-0.81526, 0.00091, -2.24946], [0.93500, 0.38531, 0.43156], [2.04336, 0.28814, 1.08652], [-1.53837, -0.23511, 0.13512], [0.18968, -0.05753, -3.05331], [2.57677, -0.61153, 1.33995], [2.47935, 1.05421, 1.52674], [-1.45454, -0.49686, 1.27631], [-2.13739, -1.06883, -0.35506], [-2.16640, 0.70527, 0.23770]], "atomic_forces_ev_per_a": [[-0.72, 0.58, 2.31], [1.81, 0.29, 1.55], [-3.62, -1.85, -4.60], [-0.57, -2.64, -0.60], [-0.51, 0.02, 3.14], [0.21, 0.00, -0.83], [-0.19, -0.73, -0.56], [1.68, 3.94, 2.01], [0.02, 0.11, -1.93], [1.15, 1.28, 0.33], [0.74, -1.00, -0.83]], "mulliken_charge": [0.240, -0.098, 0.228, -0.781, -0.939, -0.121, 0.248, 0.313, 0.297, 0.333, 0.279]}


2.
{"formula": "C38H22F9N2O6PTi", "method": "ωB97M-V/def2-TZVPD", "charge": 0, "total_energy_ev": -111897.65346, "relative_energy_kj_mol": 4.0, "spin_multiplicity": 3, "largest_force_ev_per_a": 0.91, "elements": ["Ti", "O", "C", "O", "C", "C", "C", "C", "C", "N", "C", "O", "O", "H", "H", "H", "H", "O", "C", "O", "C", "C", "C", "C", "C", "C", "C", "C", "C", "N", "H", "H", "H", "H", "H", "H", "F", "C", "F", "F", "C", "C", "C", "C", "C", "C", "P", "C", "C", "C", "C", "C", "C", "C", "F", "F", "F", "C", "C", "C", "C", "C", "C", "C", "F", "F", "F", "H", "H", "H", "H", "H", "H", "H", "H", "H", "H", "H", "H"], "coordinates": [[0.95613, -0.06463, 1.28965], [-1.79408, -2.32509, 3.45721], [-0.88606, -1.88900, 2.57184], [-0.39485, -0.69920, 2.69435], [-0.47697, -2.70510, 1.50417], [-0.82022, -4.03010, 1.15315], [-0.24239, -4.56825, 0.02768], [0.65979, -3.83072, -0.76683], [0.95180, -2.54547, -0.36463], [0.41200, -2.02753, 0.73061], [1.83517, -1.54498, -1.07824], [2.41391, -1.84177, -2.09866], [1.85131, -0.37461, -0.48601], [-1.91842, -1.62630, 4.11438], [-1.52193, -4.59219, 1.75313], [-0.49759, -5.57979, -0.26290], [1.10237, -4.23424, -1.66565], [2.97526, 3.25009, 1.81139], [2.48364, 2.15315, 1.97255], [1.22594, 1.83733, 1.92975], [3.41839, 0.98495, 2.24483], [4.78092, 1.23786, 2.46891], [5.59913, 0.18382, 2.74054], [5.06882, -1.12549, 2.79861], [5.86297, -2.25715, 3.08496], [5.30190, -3.50125, 3.13411], [3.92290, -3.66725, 2.90239], [3.12689, -2.59277, 2.61892], [3.68623, -1.30015, 2.55745], [2.88950, -0.22426, 2.27554], [5.12645, 2.25857, 2.40825], [6.65796, 0.33114, 2.91699], [6.92246, -2.11745, 3.26134], [5.91350, -4.36682, 3.35120], [3.49095, -4.65811, 2.95149], [2.06666, -2.71407, 2.44159], [-6.02303, 4.92087, 1.23217], [-5.80952, 3.76493, 1.89273], [-6.94247, 3.04362, 1.78419], [-5.65494, 4.07137, 3.19026], [-4.62721, 3.02470, 1.33063], [-3.44414, 2.93138, 2.04159], [-2.36185, 2.26249, 1.48653], [-2.46611, 1.69786, 0.21861], [-3.66430, 1.79804, -0.48903], [-4.74556, 2.45864, 0.06602], [-0.96056, 0.93255, -0.46924], [-0.35386, 2.19839, -1.62592], [0.72425, 2.97870, -1.21821], [1.17755, 4.01737, -2.01962], [0.54934, 4.26959, -3.22758], [-0.52633, 3.49643, -3.64463], [-0.98091, 2.46677, -2.84169], [1.04648, 5.36783, -4.12733], [1.81983, 4.88252, -5.11995], [1.77945, 6.27616, -3.46483], [0.02848, 6.02538, -4.71686], [-1.51420, -0.44501, -1.50599], [-0.79612, -0.78910, -2.64886], [-1.04312, -1.98968, -3.29526], [-2.00338, -2.85240, -2.79594], [-2.73103, -2.52126, -1.66027], [-2.48155, -1.32344, -1.01360], [-2.26741, -4.15912, -3.48620], [-2.63881, -5.12074, -2.61698], [-3.25827, -4.05247, -4.39496], [-1.18271, -4.61256, -4.13882], [-3.36407, 3.37654, 3.02331], [-1.43040, 2.18557, 2.03601], [-3.75066, 1.35758, -1.47472], [-5.67866, 2.53766, -0.47649], [1.20717, 2.78912, -0.26972], [2.01082, 4.62584, -1.69760], [-1.00942, 3.70719, -4.58951], [-1.82422, 1.86864, -3.16476], [-0.00823, -0.14282, -3.01513], [-0.45755, -2.26641, -4.16129], [-3.46737, -3.20921, -1.26720], [-3.02581, -1.08266, -0.10797]], "atomic_forces_ev_per_a": [[-0.90, 0.12, -0.06], [0.02, 0.01, 0.06], [-0.12, 0.06, 0.12], [0.27, -0.06, -0.38], [0.11, -0.03, -0.07], [-0.02, -0.05, -0.09], [-0.10, -0.09, 0.11], [0.08, 0.10, -0.04], [-0.19, -0.19, 0.04], [0.11, 0.26, 0.12], [0.18, -0.02, -0.27], [-0.03, 0.07, 0.04], [-0.08, -0.05, 0.30], [0.00, -0.01, -0.02], [0.00, 0.01, 0.00], [0.00, 0.01, 0.00], [0.01, 0.02, 0.00], [-0.23, 0.01, 0.01], [0.25, 0.27, 0.07], [0.14, -0.23, -0.35], [0.07, -0.19, 0.20], [0.11, -0.07, 0.01], [0.00, 0.01, -0.01], [-0.16, 0.00, -0.02], [0.04, -0.08, 0.01], [0.13, 0.02, 0.01], [-0.12, 0.02, -0.02], [-0.02, -0.06, 0.00], [0.15, 0.05, -0.02], [0.03, 0.22, -0.05], [-0.01, 0.00, 0.01], [0.00, 0.00, 0.00], [-0.01, -0.01, 0.01], [0.01, 0.01, 0.00], [-0.02, 0.01, -0.01], [0.01, -0.02, 0.02], [0.01, -0.07, 0.05], [-0.03, 0.04, 0.01], [0.05, 0.03, 0.00], [-0.01, -0.01, -0.06], [-0.05, 0.01, -0.01], [0.01, 0.03, 0.04], [0.01, -0.07, -0.06], [0.01, -0.04, -0.03], [-0.01, 0.04, 0.03], [0.07, -0.05, -0.03], [0.30, -0.05, 0.37], [0.03, 0.11, 0.07], [-0.01, -0.06, -0.08], [-0.04, 0.00, -0.02], [0.07, 0.04, 0.03], [-0.06, -0.04, -0.03], [0.00, 0.00, -0.01], [0.00, 0.04, -0.04], [-0.05, 0.03, 0.06], [-0.03, -0.04, -0.04], [0.07, -0.04, 0.03], [0.00, -0.11, 0.01], [0.00, 0.03, 0.00], [0.04, 0.00, -0.03], [-0.05, -0.02, 0.03], [0.01, 0.04, 0.03], [0.01, -0.01, -0.06], [0.01, -0.06, -0.05], [0.02, 0.06, -0.06], [0.06, -0.03, 0.05], [-0.09, 0.02, 0.04], [0.00, 0.00, 0.00], [0.00, 0.01, 0.00], [-0.02, -0.01, 0.00], [0.01, 0.00, -0.01], [-0.01, 0.03, 0.02], [0.00, 0.00, 0.01], [-0.01, 0.00, 0.00], [0.01, 0.00, -0.01], [-0.01, -0.01, 0.00], [0.00, 0.01, 0.00], [0.00, 0.00, 0.00], [-0.01, 0.01, 0.00]], "mulliken_charge": [-0.238, -0.562, 0.351, -0.353, 0.000, -1.073, -0.579, -0.990, 0.339, 2.126, -0.071, -0.718, -0.657, 0.412, 0.574, 0.510, 0.651, -0.705, 0.133, -0.492, 0.817, -0.848, -0.609, 1.087, -0.889, -0.588, -0.703, -0.239, 0.050, 0.267, 0.565, 0.442, 0.396, 0.392, 0.460, 0.343, -0.256, 0.815, -0.264, -0.279, 0.374, -0.977, -0.344, 0.168, -0.142, -1.182, 2.127, 0.313, -0.691, -0.936, 0.355, -1.057, -0.096, 0.851, -0.255, -0.273, -0.270, 0.669, -0.882, -0.989, 0.542, -1.254, -0.981, 0.842, -0.267, -0.274, -0.277, 0.477, 0.372, 0.385, 0.411, 0.508, 0.515, 0.433, 0.395, 0.464, 0.422, 0.424, 0.486]}


3.
{"formula": "C14H22O5", "method": "ωB97M-V/def2-TZVPD", "smiles": "CCOC1=CC(=O)C(CCCOC)=CC1=O.CCO", "charge": 0, "total_energy_ev": -25109.83929, "relative_energy_kj_mol": 166.2, "largest_force_ev_per_a": 0.41, "elements": ["C", "C", "O", "C", "C", "C", "O", "C", "C", "C", "C", "O", "C", "C", "C", "O", "H", "H", "H", "H", "H", "H", "H", "H", "H", "H", "H", "H", "H", "H", "H", "H", "C", "C", "O", "H", "H", "H", "H", "H", "H"], "coordinates": [[4.96749, -1.52802, -0.19456], [4.07838, -0.37166, -0.64245], [2.88726, -0.93525, -1.22284], [1.82232, -0.17015, -1.51101], [0.89230, -0.60394, -2.37608], [-0.31098, 0.20983, -2.60790], [-0.92799, 0.18011, -3.65448], [-0.76014, 1.08609, -1.46904], [-2.22468, 1.40049, -1.36465], [-2.91478, 0.65012, -0.21304], [-2.55931, -0.84177, -0.12170], [-3.72863, -1.64337, -0.25649], [-3.64767, -2.63042, -1.26014], [0.17938, 1.53369, -0.63360], [1.59958, 1.19367, -0.89365], [2.49793, 1.98306, -0.69193], [4.59128, -2.45649, -0.62885], [5.99882, -1.37938, -0.50646], [4.93199, -1.65142, 0.88894], [4.57718, 0.23453, -1.40106], [3.81983, 0.26815, 0.19638], [1.01315, -1.53058, -2.92482], [-2.33769, 2.47751, -1.21066], [-2.70715, 1.17463, -2.31732], [-3.99505, 0.70051, -0.36257], [-2.68451, 1.15535, 0.72728], [-1.84353, -1.12508, -0.89937], [-2.11874, -1.07119, 0.85448], [-3.64958, -2.18703, -2.26269], [-4.51770, -3.27848, -1.15682], [-2.74732, -3.24676, -1.15195], [-0.02839, 2.19181, 0.20501], [-0.08032, 0.71194, 4.26594], [-0.14596, 1.06506, 2.79305], [-0.06238, 2.46869, 2.56310], [-0.87963, 1.21371, 4.81115], [-0.17815, -0.36426, 4.41337], [0.87201, 1.02810, 4.69773], [-1.10194, 0.75753, 2.36926], [0.64599, 0.54671, 2.23849], [0.77733, 2.78399, 2.91199]], "atomic_forces_ev_per_a": [[-0.39, -0.10, 0.07], [0.34, -0.04, 0.03], [-0.11, 0.13, -0.06], [-0.03, -0.20, -0.09], [0.16, 0.02, 0.15], [-0.05, -0.07, -0.18], [-0.05, -0.18, 0.25], [0.04, 0.05, 0.11], [-0.07, 0.31, -0.06], [0.07, -0.05, -0.11], [-0.28, -0.07, -0.01], [-0.02, 0.04, 0.04], [0.05, -0.07, -0.03], [-0.13, -0.06, -0.13], [0.05, 0.18, 0.01], [-0.09, -0.27, 0.19], [0.15, 0.07, -0.10], [0.01, -0.02, 0.04], [0.09, 0.01, -0.06], [-0.11, 0.04, 0.05], [0.00, 0.06, -0.04], [0.05, 0.15, -0.09], [-0.06, -0.07, 0.02], [0.10, -0.11, 0.03], [0.04, 0.09, 0.12], [-0.02, -0.04, -0.01], [0.07, 0.01, 0.07], [0.12, -0.01, -0.10], [0.02, 0.00, 0.01], [0.01, 0.08, 0.00], [-0.01, 0.02, 0.01], [0.07, 0.14, -0.14], [-0.01, 0.08, 0.00], [0.07, 0.03, 0.04], [-0.05, -0.06, 0.00], [-0.01, -0.02, 0.00], [0.01, -0.01, -0.01], [0.02, -0.03, 0.00], [0.01, -0.02, -0.01], [-0.03, -0.05, 0.00], [0.01, 0.03, -0.01]], "mulliken_charge": [-1.118, -0.105, -0.332, 0.661, -0.548, 0.342, -0.595, 0.349, -1.258, -0.600, -0.001, -0.423, -0.666, -0.312, -0.095, -0.562, 0.292, 0.312, 0.303, 0.294, 0.252, 0.476, 0.396, 0.321, 0.473, 0.277, 0.127, 0.166, 0.282, 0.252, 0.296, 0.747, -1.248, 0.386, -0.546, 0.319, 0.354, 0.358, -0.045, 0.112, 0.307]}


What is the formula in the first record?
C5H5F